Entry 1:
The following is a DFT calculation (ωB97M-V with the def2-TZVPD basis set) of a 2-piece molecular cluster, CHNO5 overall.

Structure (XYZ):
```
8
Properties=species:S:1:pos:R:3:forces:R:3:lowdin_charge:R:1
C 3.0734 0.2875 -0.1883 -0.07 -0.22 0.14 -0.42
N -0.5490 1.6268 -0.0340 -0.30 -1.47 0.00 -0.47
O 0.1619 2.5340 0.2082 0.85 0.80 0.27 0.15
O 4.0657 0.7728 0.1101 1.51 0.84 0.35 0.23
O -1.6741 1.6140 -0.4105 -1.36 0.21 -0.48 0.12
O 2.0762 -0.2098 -0.4506 0.19 -1.14 -0.96 0.19
O 0.0375 0.3865 0.1453 -0.39 0.29 0.84 0.06
H -0.5836 -0.3365 -0.0552 -0.43 0.69 -0.15 0.15
```
Positions in Å, forces in eV/Å.

HOMO energy: -11.854 eV
E_LUMO: 0.413 eV
relative energy (zero: lowest compared OMol25 entry of this formula, charge and spin): 5.5 kcal per mole
spin multiplicity: 1
frontier orbital gap: 12.27 eV
electronic energy: -12777.109 eV

Entry 2:
The following is a DFT calculation (ωB97M-V with the def2-TZVPD basis set) of a 2-piece molecular cluster, CHNOS overall.

Structure (XYZ):
```
5
Properties=species:S:1:pos:R:3:forces:R:3:lowdin_charge:R:1
C 1.8028 -0.1878 0.1154 1.55 5.04 4.25 -0.05
N 2.0879 0.6912 0.8284 -0.90 -2.22 -1.40 0.06
O -2.6474 0.2194 -0.8899 -0.32 -0.15 1.64 -0.70
S -2.9516 0.0939 0.5848 0.34 0.15 -1.64 0.70
H 1.7084 -0.8167 -0.6387 -0.67 -2.81 -2.85 0.00
```
Positions in Å, forces in eV/Å.

HOMO energy (alpha / beta): -9.598 / -9.588 eV
E_LUMO (alpha / beta): -1.779 / -1.795 eV
relative energy (zero: lowest compared OMol25 entry of this formula, charge and spin): 30.0 kcal per mole
spin multiplicity: 1
frontier orbital gap (alpha / beta): 7.82 / 7.79 eV
electronic energy: -15422.942 eV

Entry 3:
The following is a DFT calculation (ωB97M-V with the def2-TZVPD basis set) of one molecule with the formula CHNOS.

Structure (XYZ):
```
5
Properties=species:S:1:pos:R:3:forces:R:3:lowdin_charge:R:1
C -0.2538 -0.1610 -0.8262 1.88 1.20 1.14 -0.71
N 0.2602 -1.4069 -1.0404 0.41 0.04 0.44 -0.06
O 1.1238 -2.1087 -0.5140 -1.96 1.89 -0.79 0.07
S -1.0782 0.9580 -1.7397 -0.50 -1.20 -0.88 0.65
H 0.1412 0.4909 0.0021 0.16 -1.93 0.10 0.06
```
Positions in Å, forces in eV/Å.

HOMO energy (alpha / beta): -9.442 / -9.265 eV
E_LUMO (alpha / beta): -1.978 / -2.519 eV
relative energy (zero: lowest compared OMol25 entry of this formula, charge and spin): 65.1 kcal per mole
spin multiplicity: 1
frontier orbital gap (alpha / beta): 7.46 / 6.75 eV
electronic energy: -15421.419 eV

Entry 4:
The following is a DFT calculation (ωB97M-V with the def2-TZVPD basis set) of a 3-piece molecular cluster, CHNOS overall.

Structure (XYZ):
```
5
Properties=species:S:1:pos:R:3:forces:R:3:lowdin_charge:R:1
C 1.7826 -1.8548 0.2285 3.96 -1.48 5.84 0.01
N 1.2413 0.7812 -1.1129 -2.31 0.85 -0.94 -0.65
O 2.4499 -2.0445 1.2057 -3.95 1.13 -5.77 -0.06
S 2.0904 1.2195 0.0577 -0.51 0.53 -0.10 0.56
H -0.3323 1.5314 -1.4700 2.81 -1.02 0.98 0.14
```
Positions in Å, forces in eV/Å.

HOMO energy (alpha / beta): -8.417 / -8.424 eV
E_LUMO (alpha / beta): -1.499 / -1.495 eV
relative energy (zero: lowest compared OMol25 entry of this formula, charge and spin): 87.5 kcal per mole
spin multiplicity: 1
frontier orbital gap (alpha / beta): 6.92 / 6.93 eV
electronic energy: -15420.447 eV

Entry 5:
The following is a DFT calculation (ωB97M-V with the def2-TZVPD basis set) of CHNaO2Rb as an isolated structure.

Structure (XYZ):
```
6
Properties=species:S:1:pos:R:3:forces:R:3:mulliken_spin:R:1
O 1.6328 -0.2454 0.3043 -4.28 -2.04 -3.34 0.00
C 0.3035 -1.1509 -0.7863 -2.05 0.13 6.40 -0.01
O -0.9589 -1.1675 -0.4392 5.60 1.10 -2.11 -0.03
Na -3.2496 -1.1252 -3.0900 0.03 0.00 0.06 0.99
Rb -0.5556 1.0280 1.4696 0.43 -0.41 -0.38 0.06
H 0.6825 -2.1525 -1.1306 0.27 1.22 -0.63 -0.01
```
Positions in Å, forces in eV/Å.

HOMO energy (alpha / beta): -4.438 / -8.111 eV
E_LUMO (alpha / beta): -0.681 / -0.708 eV
⟨S²⟩: 0.75
relative energy (zero: lowest compared OMol25 entry of this formula, charge and spin): 0.0 kcal per mole
spin multiplicity: 2
frontier orbital gap (alpha / beta): 3.76 / 7.40 eV
electronic energy: -10214.633 eV

Entry 6:
The following is a DFT calculation (ωB97M-V with the def2-TZVPD basis set) of a 2-piece molecular cluster, CHO2 overall.

Structure (XYZ):
```
4
Properties=species:S:1:pos:R:3:forces:R:3:lowdin_charge:R:1
C -0.1770 -1.4619 0.4218 -3.03 1.92 1.07 0.00
O 1.0795 1.2530 -0.8313 -0.60 -0.30 0.38 -0.70
O -1.1361 -0.9044 0.7731 3.11 -1.83 -1.13 -0.05
H 0.2336 1.1133 -0.3636 0.52 0.21 -0.32 -0.25
```
Positions in Å, forces in eV/Å.

HOMO energy: -2.050 eV
E_LUMO: 4.236 eV
net charge: -1
relative energy (zero: lowest compared OMol25 entry of this formula, charge and spin): 53.2 kcal per mole
spin multiplicity: 1
frontier orbital gap: 6.29 eV
electronic energy: -5147.005 eV

Entry 7:
The following is a DFT calculation (ωB97M-V with the def2-TZVPD basis set) of a 2-piece molecular cluster, CHO3PS2 overall.

Structure (XYZ):
```
8
Properties=species:S:1:pos:R:3:forces:R:3:mulliken_spin:R:1
C 0.2997 0.1682 0.1151 -0.58 -0.29 -0.19 0.55
O -1.9306 0.3094 -1.3379 -0.91 0.30 -0.09 0.02
O -0.8446 -2.0216 -0.8934 -0.10 1.12 0.02 0.04
O 0.2825 -0.3370 -2.4701 -0.25 0.14 0.19 0.05
P -0.7135 -0.5545 -1.3372 0.62 -1.36 -0.55 0.03
S -0.0526 1.1988 3.0529 -0.29 -0.05 0.11 0.93
S 1.8164 -0.1288 0.3759 1.13 0.08 0.60 0.41
H 1.1428 1.3655 2.4946 0.38 0.06 -0.09 -0.03
```
Positions in Å, forces in eV/Å.

HOMO energy (alpha / beta): 0.679 / 0.164 eV
E_LUMO (alpha / beta): 5.353 / 3.856 eV
net charge: -2
⟨S²⟩: 2.01
relative energy (zero: lowest compared OMol25 entry of this formula, charge and spin): 2.2 kcal per mole
spin multiplicity: 3
frontier orbital gap (alpha / beta): 4.67 / 3.69 eV
electronic energy: -38153.202 eV

Entry 8:
The following is a DFT calculation (ωB97M-V with the def2-TZVPD basis set) of a 2-piece molecular cluster, CHO3PS2 overall.

Structure (XYZ):
```
8
Properties=species:S:1:pos:R:3:forces:R:3:lowdin_charge:R:1
C 3.8519 -0.5840 -0.6014 -1.75 1.11 -2.40 -0.95
O 3.1516 -0.1707 -1.4336 0.57 -0.32 0.78 0.06
O -1.5288 -2.3981 -1.5558 0.03 -0.18 -0.17 -0.32
O -2.4083 -1.3936 0.6066 1.51 -0.74 1.22 -0.24
P -1.1372 -1.7455 -0.3233 0.26 1.25 0.80 0.20
S 0.5192 -1.0319 0.3573 -1.00 -0.72 -0.36 0.34
S 4.8065 -1.1236 0.4512 1.25 -0.77 1.57 0.82
H -2.0365 -1.3741 1.5442 -0.86 0.36 -1.44 0.09
```
Positions in Å, forces in eV/Å.

HOMO energy: -10.346 eV
E_LUMO: -0.458 eV
relative energy (zero: lowest compared OMol25 entry of this formula, charge and spin): 9.9 kcal per mole
spin multiplicity: 1
frontier orbital gap: 9.89 eV
electronic energy: -38156.515 eV

Entry 9:
The following is a DFT calculation (ωB97M-V with the def2-TZVPD basis set) of CHO5S as an isolated structure.

Structure (XYZ):
```
8
Properties=species:S:1:pos:R:3:forces:R:3:lowdin_charge:R:1
C 1.6417 -0.5872 -0.1893 0.23 -0.64 0.67 -0.55
O -2.0586 -0.7387 0.0820 1.26 0.74 0.05 -0.32
O 0.7166 -0.1990 0.6131 -0.97 0.63 0.88 -0.14
O -1.2297 1.3261 -0.9668 0.79 -0.08 0.03 -0.31
O -1.8237 1.2717 1.3873 1.11 0.36 0.94 -0.30
O 2.7368 -1.0918 0.0585 -0.32 0.37 0.92 -0.05
S -1.4112 0.5559 0.2278 -1.21 -1.89 -1.27 0.59
H 1.4282 -0.5370 -1.2125 -0.89 0.51 -2.21 0.09
```
Positions in Å, forces in eV/Å.

HOMO energy: -5.631 eV
E_LUMO: 3.226 eV
net charge: -1
relative energy (zero: lowest compared OMol25 entry of this formula, charge and spin): 33.4 kcal per mole
spin multiplicity: 1
frontier orbital gap: 8.86 eV
electronic energy: -22127.035 eV

Entry 10:
The following is a DFT calculation (ωB97M-V with the def2-TZVPD basis set) of an isolated ion of composition CHO6S and charge -1.

Structure (XYZ):
```
9
Properties=species:S:1:pos:R:3:forces:R:3:lowdin_charge:R:1
C 0.3121 -0.0672 -0.2129 -1.65 2.41 -2.11 -0.28
O -1.5469 0.2836 1.7109 0.35 0.03 -0.28 -0.33
O 1.1621 -0.5616 -0.8599 0.04 0.03 0.32 0.09
O -0.6347 -1.9231 1.1656 0.10 0.53 0.25 -0.34
O 0.7744 -0.2504 2.3061 -0.42 -0.07 -0.34 -0.34
O 0.0478 1.2760 -2.2913 0.49 -0.18 -0.44 -0.10
O -0.5005 1.1600 -1.0052 1.04 -2.29 2.43 -0.16
S -0.3784 -0.5230 1.4661 0.17 -0.56 0.18 0.42
H 0.7642 0.6058 -2.2794 -0.12 0.10 -0.01 0.06
```
Positions in Å, forces in eV/Å.

HOMO energy: -6.030 eV
E_LUMO: 3.760 eV
net charge: -1
relative energy (zero: lowest compared OMol25 entry of this formula, charge and spin): 88.4 kcal per mole
spin multiplicity: 1
frontier orbital gap: 9.79 eV
electronic energy: -24172.114 eV